Run i
# C3H5N3O

C3H5N3O in the gas phase (the ωB97M-V functional and the def2-TZVPD basis, the OMol25 dataset).

ORCA input file:
```
! RIJCOSX wB97M-V def2-TZVPD def2/J DEFGRID3
* xyz 0 1
C 1.64 0.57 0.68
C 0.33 0.31 0.15
N -0.74 0.82 0.69
N -2.03 0.53 0.17
C -2.05 -0.55 -0.43
O -0.96 -1.33 -0.52
N 0.16 -0.45 -1.15
H 1.50 1.41 1.41
H 2.26 0.93 -0.19
H 2.00 -0.33 1.17
H -3.03 -0.93 -0.58
H 0.92 -0.99 -1.40
*
```

The HOMO energy comes out at -9.66 eV. Its SMILES is CC1=NN=CON1. The calculation puts the HOMO-LUMO gap at 10.08 eV. Its LUMO energy is 0.42 eV.

So, what does the Mulliken scheme give us? The charges, in e, come out as: atom 1 (C): -0.937, atom 2 (C): 0.733, atom 3 (N): -0.284, atom 4 (N): -0.443, atom 5 (C): 0.085, atom 6 (O): -0.309, atom 7 (N): -0.369, atom 8 (H): 0.285, atom 9 (H): 0.310, atom 10 (H): 0.262, atom 11 (H): 0.380, atom 12 (H): 0.286

---

Run ii
# C3H5N3O

C3H5N3O in the gas phase (the ωB97M-V functional and the def2-TZVPD basis, the OMol25 dataset).

ORCA input file:
```
! RIJCOSX wB97M-V def2-TZVPD def2/J DEFGRID3
* xyz 0 1
H 2.52 -1.53 0.05
N 2.36 -0.52 0.19
C 1.18 -0.11 -0.02
N 0.70 1.23 0.01
C -0.68 1.23 0.04
C -1.06 -0.07 -0.04
O -2.21 -0.68 0.02
N 0.01 -0.87 -0.18
H 1.01 1.83 -0.70
H -1.30 2.13 0.15
H -2.68 -0.31 0.75
H 0.06 -1.92 -0.33
*
```

The HOMO energy comes out at -7.32 eV. Its SMILES is [H]/N=c1/[nH]cc(O)[nH]1. The calculation puts the HOMO-LUMO gap at 7.94 eV. Its LUMO energy is 0.62 eV.

So, what does the Mulliken scheme give us? The charges, in e, come out as: atom 1 (H): 0.205, atom 2 (N): -0.684, atom 3 (C): 0.312, atom 4 (N): -0.283, atom 5 (C): -0.463, atom 6 (C): 0.379, atom 7 (O): -0.533, atom 8 (N): -0.114, atom 9 (H): 0.243, atom 10 (H): 0.377, atom 11 (H): 0.329, atom 12 (H): 0.231

---

Relative stability in kcal/mol, measured from the most stable structure: run i 70.4; run ii 0.0

---

Run i
# C3H5N3O

C3H5N3O in the gas phase (the ωB97M-V functional and the def2-TZVPD basis, the OMol25 dataset).

ORCA input file:
```
! RIJCOSX wB97M-V def2-TZVPD def2/J DEFGRID3
* xyz 0 1
H -0.62 2.54 0.52
N -0.04 1.95 1.11
C 0.07 0.82 0.50
C -0.57 0.37 -0.79
N -0.12 -1.01 -0.92
C 0.60 -1.39 0.23
O 1.01 -2.50 0.45
N 0.83 -0.23 0.96
H -1.66 0.49 -0.70
H -0.23 0.91 -1.65
H -0.49 -1.68 -1.58
H 1.24 -0.26 1.86
*
```

The HOMO energy comes out at -9.73 eV. Its SMILES is [H]/N=C1\CNC(=O)N1. The calculation puts the HOMO-LUMO gap at 10.45 eV. Its LUMO energy is 0.73 eV.

So, what does the Mulliken scheme give us? The charges, in e, come out as: atom 1 (H): 0.219, atom 2 (N): -0.755, atom 3 (C): 0.459, atom 4 (C): -0.306, atom 5 (N): -0.143, atom 6 (C): 0.199, atom 7 (O): -0.577, atom 8 (N): -0.054, atom 9 (H): 0.256, atom 10 (H): 0.272, atom 11 (H): 0.198, atom 12 (H): 0.230

---

Run ii
# C3H5N3O

C3H5N3O in the gas phase (the ωB97M-V functional and the def2-TZVPD basis, the OMol25 dataset).

ORCA input file:
```
! RIJCOSX wB97M-V def2-TZVPD def2/J DEFGRID3
* xyz 0 1
O 3.03 0.43 0.10
N 2.22 -0.50 0.05
N 0.97 -0.16 -0.13
C 0.39 1.08 -0.08
C -0.95 0.98 -0.16
C -1.34 -0.51 -0.03
N -0.04 -1.12 -0.20
H 1.02 1.89 0.10
H -1.66 1.71 -0.37
H -1.70 -0.90 1.04
H -2.07 -0.94 -0.68
H 0.11 -1.94 0.35
*
```

The HOMO energy comes out at -8.15 eV. Its SMILES is O=NN1C=CCN1. The calculation puts the HOMO-LUMO gap at 8.39 eV. Its LUMO energy is 0.24 eV.

So, what does the Mulliken scheme give us? The charges, in e, come out as: atom 1 (O): -0.485, atom 2 (N): -0.295, atom 3 (N): 0.767, atom 4 (C): -0.397, atom 5 (C): -0.500, atom 6 (C): -0.296, atom 7 (N): -0.533, atom 8 (H): 0.491, atom 9 (H): 0.433, atom 10 (H): 0.219, atom 11 (H): 0.291, atom 12 (H): 0.305

---

Relative stability in kcal/mol, measured from the most stable structure: run i 0.0; run ii 123.8

---

Run i
# C3H5N3O

C3H5N3O in the gas phase (the ωB97M-V functional and the def2-TZVPD basis, the OMol25 dataset).

ORCA input file:
```
! RIJCOSX wB97M-V def2-TZVPD def2/J DEFGRID3
* xyz 0 1
H 0.93 2.54 0.33
N 1.37 1.76 -0.43
C 0.87 0.43 -0.64
O 0.75 -0.36 -1.68
N -0.67 -0.98 -1.70
C -1.04 -0.85 -0.28
C -0.14 -0.09 0.31
N -0.16 0.56 1.53
H -0.31 -1.91 -1.66
H -1.67 -1.58 0.07
H -0.58 -0.14 2.27
H 0.65 0.62 1.87
*
```

The HOMO energy comes out at -8.69 eV. Its SMILES is [H]/N=c1/o[nH]cc1N. The calculation puts the HOMO-LUMO gap at 8.82 eV. Its LUMO energy is 0.14 eV.

So, what does the Mulliken scheme give us? The charges, in e, come out as: atom 1 (H): 0.284, atom 2 (N): -0.704, atom 3 (C): 0.427, atom 4 (O): -0.315, atom 5 (N): -0.239, atom 6 (C): -0.564, atom 7 (C): 0.450, atom 8 (N): -0.604, atom 9 (H): 0.299, atom 10 (H): 0.412, atom 11 (H): 0.283, atom 12 (H): 0.270

---

Run ii
# C3H5N3O

A molecular structure, C3H5N3O (the ωB97M-V functional and the def2-TZVPD basis, the OMol25 dataset).

ORCA input file:
```
! RIJCOSX wB97M-V def2-TZVPD def2/J DEFGRID3
* xyz 0 1
N -1.28 -1.18 0.15
C -0.26 -0.25 0.47
C 0.10 0.36 1.70
O 1.06 1.16 1.74
N 1.62 1.07 -0.39
C 0.64 0.25 -0.46
N 0.96 0.15 -1.83
H -1.16 -2.06 0.63
H -2.20 -0.83 0.38
H -0.47 0.13 2.62
H 0.42 0.67 -2.50
H 1.51 -0.63 -2.15
*
```

The HOMO energy comes out at -8.31 eV. The calculation puts the HOMO-LUMO gap at 8.57 eV. Its LUMO energy is 0.26 eV.

So, what does the Mulliken scheme give us? The charges, in e, come out as: atom 1 (N): -0.589, atom 2 (C): -0.237, atom 3 (C): -0.027, atom 4 (O): -0.587, atom 5 (N): -0.386, atom 6 (C): 0.741, atom 7 (N): -0.277, atom 8 (H): 0.261, atom 9 (H): 0.268, atom 10 (H): 0.350, atom 11 (H): 0.241, atom 12 (H): 0.242

---

Relative stability in kcal/mol, measured from the most stable structure: run i 47.3; run ii 0.0

---

Run i
# C3H5N3O

C3H5N3O in the gas phase (the ωB97M-V functional and the def2-TZVPD basis, the OMol25 dataset).

ORCA input file:
```
! RIJCOSX wB97M-V def2-TZVPD def2/J DEFGRID3
* xyz 0 1
H -0.53 -2.29 -2.27
N -0.10 -1.39 -2.09
C -0.42 -0.77 -1.08
N -1.01 -0.73 0.25
C -0.38 0.46 -0.32
C 0.87 0.98 0.35
N 0.87 0.73 1.68
O 1.77 1.50 -0.26
H -2.02 -0.80 0.34
H -0.91 1.24 -0.89
H 1.67 1.00 2.23
H 0.19 0.08 2.06
*
```

The HOMO energy comes out at -9.67 eV. Its SMILES is [H]/N=C1\N[C@H]1C(N)=O. The calculation puts the HOMO-LUMO gap at 10.39 eV. Its LUMO energy is 0.72 eV.

So, what does the Mulliken scheme give us? The charges, in e, come out as: atom 1 (H): 0.261, atom 2 (N): -0.546, atom 3 (C): 0.318, atom 4 (N): -0.566, atom 5 (C): 0.155, atom 6 (C): 0.329, atom 7 (N): -0.361, atom 8 (O): -0.592, atom 9 (H): 0.230, atom 10 (H): 0.309, atom 11 (H): 0.239, atom 12 (H): 0.224

---

Run ii
# C3H5N3O

A molecular structure, C3H5N3O (the ωB97M-V functional and the def2-TZVPD basis, the OMol25 dataset).

ORCA input file:
```
! RIJCOSX wB97M-V def2-TZVPD def2/J DEFGRID3
* xyz 0 1
N -1.58 -1.75 0.34
C -0.67 -0.71 0.11
C -0.72 0.37 -0.73
N 0.44 1.12 -0.58
C 1.31 0.68 0.31
O 2.38 1.55 0.32
N 0.37 -0.92 0.92
H -1.50 -2.62 -0.16
H -2.27 -1.68 1.07
H -1.47 0.68 -1.43
H 0.62 1.98 -1.11
H 3.08 1.30 0.94
*
```

The HOMO energy comes out at -7.31 eV. The calculation puts the HOMO-LUMO gap at 7.87 eV. Its LUMO energy is 0.56 eV.

So, what does the Mulliken scheme give us? The charges, in e, come out as: atom 1 (N): -0.401, atom 2 (C): 0.544, atom 3 (C): -0.717, atom 4 (N): 0.071, atom 5 (C): 0.017, atom 6 (O): -0.470, atom 7 (N): -0.462, atom 8 (H): 0.195, atom 9 (H): 0.195, atom 10 (H): 0.425, atom 11 (H): 0.244, atom 12 (H): 0.359

---

Relative stability in kcal/mol, measured from the most stable structure: run i 0.0; run ii 56.1